# 1
This record from OMol25 describes 2 unconnected molecules or ions with the total composition C3H4N2S at a distorted geometry. The level of theory is ωB97M-V/def2-TZVPD.

```
10
Properties=species:S:1:pos:R:3
C -4.27725 0.02755 -0.01152
C -1.99103 0.56764 0.16891
C 0.43239 -0.80498 -0.11495
N -5.39144 -0.18001 -0.16714
N -1.97894 1.77560 0.26688
S -1.43575 -1.02697 -0.00704
H 0.69331 -1.78748 -0.09045
H 0.73957 -0.05910 0.65244
H 0.64336 -0.30857 -1.21881
H -1.20742 2.43745 0.22524
```

Properties
Gap between HOMO and LUMO (alpha / beta) ... 9.1 / 9.1 eV
E_LUMO (alpha / beta) ... -0.79 / -0.79 eV

Need the Löwdin charges? In units of e they are:
1. C -0.279
2. C -0.597
3. C -0.318
4. N -0.069
5. N 0.144
6. S 0.886
7. H -0.030
8. H 0.049
9. H 0.109
10. H 0.107

# 2
This record from OMol25 describes a single C9H15N3O molecule at a distorted geometry. The level of theory is ωB97M-V/def2-TZVPD.

```
28
Properties=species:S:1:pos:R:3
C 2.64516 -2.06717 -1.07175
C 2.79538 -2.31574 0.27968
C 2.21484 -0.79605 -1.24162
C 2.40151 -1.17181 0.92463
C -3.46123 0.15435 -1.28456
C -2.71901 -0.20787 -0.07578
C -1.59251 0.89491 0.17023
C -0.65486 0.43264 1.20090
C 0.55030 1.26397 1.28084
N 2.01537 1.94889 -0.73944
N 2.05657 -0.19857 0.01724
N 1.54027 1.06765 0.23347
O 1.47313 3.03066 -0.62963
H 2.92158 -2.92481 -1.85966
H 3.19701 -3.14941 0.68285
H 2.26990 -0.18865 -2.14655
H 2.29424 -1.01112 2.03780
H -3.82679 1.17772 -1.26806
H -2.74725 0.10044 -2.05859
H -4.31068 -0.65385 -1.43080
H -2.20214 -1.18533 -0.16734
H -3.37900 -0.33293 0.84976
H -2.09276 1.78026 0.41365
H -1.11603 1.11693 -0.67413
H -0.45805 -0.67147 1.07455
H -1.13308 0.57602 2.17762
H 1.01496 0.99049 2.17137
H 0.30317 2.33986 1.13331
```

Properties
Gap between HOMO and LUMO ... 9.1 eV
SMILES string ... CCCCCN(N=O)n1cccc1
E_LUMO ... 0.49 eV

Need the Löwdin charges? In units of e they are:
1. C -0.131
2. C -0.114
3. C -0.095
4. C -0.092
5. C -0.148
6. C -0.272
7. C -0.210
8. C -0.222
9. C -0.152
10. N 0.019
11. N -0.077
12. N -0.080
13. O -0.052
14. H 0.151
15. H 0.062
16. H 0.109
17. H 0.136
18. H 0.075
19. H 0.055
20. H 0.119
21. H 0.108
22. H 0.130
23. H 0.106
24. H 0.068
25. H 0.136
26. H 0.132
27. H 0.096
28. H 0.139

# 3
This record from OMol25 describes 4 unconnected molecules or ions with the total composition C2H12O3S2 at a distorted geometry. The level of theory is ωB97M-V/def2-TZVPD.

```
19
Properties=species:S:1:pos:R:3
C -3.62060 0.17715 1.60186
C -2.05450 0.15182 1.21421
S -1.55602 -1.01981 -0.09468
S -2.06045 -2.89963 0.88514
H -4.06867 -0.29844 0.72016
H -3.79872 1.25431 1.75182
H -3.95472 -0.32282 2.51113
H -1.62170 -0.29684 2.12051
H -1.67547 1.17617 1.01502
H -3.23547 -2.93987 0.31663
H 3.92202 0.00302 1.06416
H 2.81456 0.10244 0.18756
O 3.44281 -0.58425 0.46123
H 4.49257 0.28632 -1.08201
H 3.81099 -0.00140 -2.46696
O 4.11093 0.68411 -1.85974
H 1.35664 1.78610 -2.17388
H 2.21680 1.60586 -3.29667
O 1.47899 1.13574 -2.87548
```

Properties
Gap between HOMO and LUMO ... 9.2 eV
SMILES string ... CCSS.O.O.O
E_LUMO ... 0.19 eV

Need the Löwdin charges? In units of e they are:
1. C -0.154
2. C -0.630
3. S 0.418
4. S 0.344
5. H 0.045
6. H 0.060
7. H 0.058
8. H 0.036
9. H 0.068
10. H -0.242
11. H 0.050
12. H 0.044
13. O -0.063
14. H 0.001
15. H 0.043
16. O -0.074
17. H 0.032
18. H 0.034
19. O -0.071

# 4
This record from OMol25 describes a molecular structure, C4H6KO at a distorted geometry. The level of theory is ωB97M-V/def2-TZVPD.

```
12
Properties=species:S:1:pos:R:3
H -1.19863 -1.56288 -1.87328
C 0.89111 -1.75950 0.50906
C 0.20921 -1.33336 -0.52388
C -0.65635 -0.74383 -1.32607
H 1.90375 -2.15178 0.39229
H 0.47412 -1.70752 1.51908
H -0.39223 0.11882 -1.94173
C -0.96313 1.91221 0.78784
O 0.10882 1.99923 0.20447
K 2.55583 1.50253 0.15353
H -1.85964 2.42883 0.39850
H -1.07286 1.29724 1.70020
```

Properties
Gap between HOMO and LUMO ... 9.6 eV
E_LUMO ... -3.77 eV
Net charge ... +1

Need the Löwdin charges? In units of e they are:
1. H 0.092
2. C -0.022
3. C -0.203
4. C -0.003
5. H 0.065
6. H 0.076
7. H 0.068
8. C -0.053
9. O -0.194
10. K 0.957
11. H 0.109
12. H 0.106

# 5
This record from OMol25 describes a molecular structure, C23H47GeO3PPt. The level of theory is ωB97M-V/def2-TZVPD.

```
76
Properties=species:S:1:pos:R:3
Pt 0.39949 0.18579 1.00922
C 0.95082 -1.45808 4.08886
C 0.82300 -0.13463 3.39280
C 1.94093 0.52818 2.86512
C 1.84666 1.79631 2.23972
C 3.06418 2.48154 1.68870
C 0.57739 2.39063 2.16132
C -0.57377 1.78291 2.72190
C -1.88113 2.51700 2.75827
C -0.43303 0.51165 3.29023
H 1.17700 -1.29449 5.14424
H 1.75887 -2.05414 3.66652
H 0.02298 -2.02586 4.03560
H 2.90836 0.04281 2.91944
H 3.40542 3.24583 2.38914
H 2.83939 2.97331 0.74242
H 3.88252 1.78092 1.53516
H 0.47688 3.35169 1.66929
H -1.87223 3.21221 3.60092
H -2.72194 1.84134 2.89883
H -2.03011 3.10231 1.85305
H -1.30649 0.02345 3.70140
C 3.96411 -2.95667 -0.14689
Ge 2.42792 -2.27156 -1.12464
C 2.98566 -1.64670 -2.88736
C 1.09604 -3.69348 -1.25498
C 2.03543 -0.58278 -0.08867
H 4.39014 -3.81149 -0.67223
H 3.66882 -3.28854 0.85000
H 4.74196 -2.19888 -0.05046
H 3.23363 -2.49759 -3.52229
H 3.87899 -1.02845 -2.79436
H 2.22319 -1.05879 -3.39438
H 1.58808 -4.51782 -1.77449
H 0.20944 -3.42886 -1.83183
H 0.78167 -4.06016 -0.27974
H 2.35903 0.24513 -0.72303
H 2.73683 -0.64332 0.74178
C -3.20257 3.66995 -1.14194
C -2.93601 2.19377 -1.04028
O -1.57333 2.01002 -0.49706
P -0.51848 0.92357 -0.88148
O -1.31294 -0.07548 -1.78404
C -0.80411 -0.77675 -2.97262
C -1.84917 -1.76847 -3.39965
O 0.60734 1.61932 -1.70817
C 0.29733 2.55428 -2.80916
C 0.70616 3.94527 -2.40808
H -4.21967 3.82141 -1.50375
H -2.51941 4.15043 -1.84186
H -3.11433 4.15663 -0.17072
H -2.98710 1.69322 -2.00452
H -3.61270 1.69682 -0.34982
H 0.12503 -1.26052 -2.69055
H -0.60143 -0.03135 -3.74175
H -2.04011 -2.49920 -2.61280
H -1.49451 -2.30145 -4.28206
H -2.78349 -1.27040 -3.65466
H -0.76737 2.48720 -3.04095
H 0.86781 2.18142 -3.65638
H 0.13564 4.28839 -1.54466
H 0.51859 4.62911 -3.23619
H 1.77017 3.98149 -2.17698
C -2.23741 -3.36588 1.13057
C -1.82928 -1.92097 1.44777
C -2.94385 -0.96564 1.05502
C -0.49831 -1.67881 0.74192
H -3.14207 -3.63248 1.67720
H -1.45821 -4.07784 1.40472
H -2.44444 -3.48034 0.06372
H -1.67405 -1.86022 2.52868
H -3.15458 -1.03629 -0.01283
H -2.68901 0.07369 1.28552
H -3.86107 -1.21117 1.59029
H -0.59091 -1.86330 -0.32174
H 0.25570 -2.36015 1.14071
```

Properties
Gap between HOMO and LUMO ... 8.9 eV
E_LUMO ... -6.47 eV
Net charge ... +2

Need the Löwdin charges? In units of e they are:
1. Pt 1.142
2. C 0.002
3. C -0.301
4. C -0.053
5. C -0.293
6. C -0.002
7. C -0.029
8. C -0.281
9. C -0.001
10. C -0.045
11. H 0.113
12. H 0.097
13. H 0.087
14. H 0.146
15. H 0.111
16. H 0.092
17. H 0.094
18. H 0.149
19. H 0.115
20. H 0.093
21. H 0.075
22. H 0.142
23. C -0.207
24. Ge 0.783
25. C -0.200
26. C -0.202
27. C -0.306
28. H 0.037
29. H 0.026
30. H 0.031
31. H 0.038
32. H 0.034
33. H 0.005
34. H 0.042
35. H 0.007
36. H 0.019
37. H 0.005
38. H -0.012
39. C -0.045
40. C -0.203
41. O -0.252
42. P 0.562
43. O -0.241
44. C -0.207
45. C -0.040
46. O -0.249
47. C -0.205
48. C -0.049
49. H 0.101
50. H 0.080
51. H 0.082
52. H 0.118
53. H 0.119
54. H 0.073
55. H 0.125
56. H 0.076
57. H 0.102
58. H 0.093
59. H 0.114
60. H 0.132
61. H 0.076
62. H 0.100
63. H 0.089
64. C -0.046
65. C -0.469
66. C -0.066
67. C -0.226
68. H 0.096
69. H 0.087
70. H 0.088
71. H 0.104
72. H 0.086
73. H 0.043
74. H 0.099
75. H 0.033
76. H 0.067

# 6
This record from OMol25 describes a molecular structure, C42H37ILaN7O2S at a distorted geometry. The level of theory is ωB97M-V/def2-TZVPD.

```
91
Properties=species:S:1:pos:R:3
La -0.49840 -0.14510 0.16510
I -2.13660 1.73140 2.51550
C -0.34260 2.92780 2.60570
C -0.47480 4.18830 3.11920
C 0.66500 4.96800 3.34960
C 1.90040 4.44550 3.09970
C 2.04770 3.13860 2.59220
C 3.32750 2.55880 2.48390
C 3.45900 1.24840 2.12540
C 2.32960 0.51940 1.71180
C 1.04020 1.03670 1.70880
C 0.89990 2.34650 2.26920
H -1.44660 4.58230 3.36670
H 0.54940 5.95740 3.76420
H 2.79270 5.01160 3.32450
H 4.19290 3.16090 2.72380
H 4.43430 0.77760 2.12320
H 2.49400 -0.50590 1.40370
S -3.24930 -1.05360 -0.00040
C -3.57690 0.44170 -0.74620
C -4.88580 0.79330 -1.12630
C -5.10900 1.99100 -1.75020
C -4.02860 2.85080 -1.97130
C -2.78100 2.44850 -1.54270
N -2.52970 1.27470 -0.96330
H -5.67970 0.09950 -0.90950
H -6.10960 2.27870 -2.03920
H -4.16670 3.80810 -2.45390
H -1.92200 3.10130 -1.66550
N -0.88000 -3.20380 -3.20040
C -2.07150 -2.64630 -3.57230
C -2.06980 -1.38050 -3.06080
N -0.91480 -1.15810 -2.38140
C -0.20400 -2.27060 -2.47690
C 1.12650 -2.37710 -1.94620
N 1.67990 -1.42140 -1.21990
C 2.95130 -1.82070 -0.97380
C 3.18540 -3.03140 -1.56040
N 2.01830 -3.37850 -2.17760
H -0.60850 -4.15800 -3.36890
H -2.80630 -3.17850 -4.14070
H -2.81990 -0.61700 -3.14490
H 3.62260 -1.22940 -0.38550
H 4.06170 -3.64420 -1.60770
H 1.84620 -4.25760 -2.63390
C 3.57910 1.96600 7.33970
C 3.54070 0.54850 6.84530
C 4.45130 -0.36780 7.35400
C 4.46150 -1.67600 6.90470
C 3.56410 -2.08260 5.93810
C 2.63560 -1.18200 5.41880
N 1.76210 -1.62610 4.41890
C 0.40070 -1.56140 4.41720
C -0.32260 -1.30390 5.59200
C -1.69990 -1.27100 5.58200
C -2.40870 -1.50170 4.41110
C -1.71190 -1.78860 3.25360
C -0.31650 -1.81410 3.22520
C 0.37190 -2.14910 1.93550
O 1.58250 -2.43200 1.89540
O -0.34800 -2.13320 0.87900
C 2.62010 0.14380 5.87550
C 1.63180 1.11570 5.31390
H 4.22510 2.04150 8.21270
H 2.58860 2.33030 7.60800
H 3.97690 2.62370 6.56600
H 5.16430 -0.05380 8.10320
H 5.16310 -2.38600 7.31480
H 3.54820 -3.10420 5.58210
H 2.14400 -2.04850 3.56940
H 0.21800 -1.17380 6.51900
H -2.23740 -1.09130 6.50220
H -3.48940 -1.49030 4.41470
H -2.25100 -2.03140 2.34750
H 0.77710 1.22480 5.98160
H 1.26940 0.76610 4.35200
H 2.08330 2.09400 5.17820
C 3.28460 3.77170 -4.44550
C 2.44260 3.02950 -3.46160
C 1.16040 2.58910 -3.76540
C 0.44050 1.88920 -2.81080
N 0.90030 1.61090 -1.59470
C 2.12670 2.03680 -1.29990
C 2.92090 2.73780 -2.18730
H 2.75690 3.91670 -5.38250
H 4.20280 3.22180 -4.64230
H 3.56490 4.74340 -4.04570
H 0.72300 2.78680 -4.73400
H -0.55750 1.53670 -3.02910
H 2.48640 1.80250 -0.30670
H 3.90800 3.05820 -1.89130
```

Properties
Gap between HOMO and LUMO ... 6.9 eV
E_LUMO ... -0.02 eV

Need the Löwdin charges? In units of e they are:
1. La 1.698
2. I 1.039
3. C -0.554
4. C -0.164
5. C -0.086
6. C -0.045
7. C -0.197
8. C -0.053
9. C -0.083
10. C -0.183
11. C -0.305
12. C -0.287
13. H 0.084
14. H 0.102
15. H 0.109
16. H 0.108
17. H 0.105
18. H 0.054
19. S 0.537
20. C -0.868
21. C -0.114
22. C -0.078
23. C -0.080
24. C -0.178
25. N -0.118
26. H 0.095
27. H 0.104
28. H 0.095
29. H 0.103
30. N 0.121
31. C -0.067
32. C -0.155
33. N 0.023
34. C -0.274
35. C -0.276
36. N 0.071
37. C -0.121
38. C -0.067
39. N 0.121
40. H 0.157
41. H 0.113
42. H 0.103
43. H 0.104
44. H 0.112
45. H 0.156
46. C -0.048
47. C -0.232
48. C -0.062
49. C -0.093
50. C -0.022
51. C -0.202
52. N 0.107
53. C -0.195
54. C -0.023
55. C -0.081
56. C -0.125
57. C -0.097
58. C -0.086
59. C -0.626
60. O 0.007
61. O -0.335
62. C -0.156
63. C -0.020
64. H 0.073
65. H 0.081
66. H 0.083
67. H 0.103
68. H 0.097
69. H 0.111
70. H 0.119
71. H 0.116
72. H 0.104
73. H 0.101
74. H 0.058
75. H 0.097
76. H 0.065
77. H 0.075
78. C -0.043
79. C -0.268
80. C -0.014
81. C -0.150
82. N -0.003
83. C -0.117
84. C -0.008
85. H 0.076
86. H 0.087
87. H 0.086
88. H 0.111
89. H 0.087
90. H 0.083
91. H 0.117